No. 1
{
  "formula": "C38H48BN7OSV",
  "method": "ωB97M-V/def2-TZVPD",
  "species": ["V", "C", "C", "C", "C", "C", "N", "N", "B", "N", "N", "C", "C", "C", "C", "C", "N", "N", "C", "C", "C", "C", "C", "H", "H", "H", "H", "H", "H", "H", "H", "H", "H", "H", "H", "H", "H", "H", "H", "H", "H", "H", "H", "H", "H", "C", "N", "C", "C", "C", "C", "C", "C", "C", "C", "H", "H", "H", "H", "H", "H", "H", "H", "H", "H", "H", "H", "O", "S", "C", "C", "C", "C", "C", "C", "C", "C", "C", "C", "C", "C", "C", "C", "H", "H", "H", "H", "H", "H", "H", "H", "H", "H", "H", "H", "H", "H"],
  "xyz": [[0.430, 0.951, 0.416], [-2.788, 0.186, 2.746], [-2.175, 1.545, 2.753], [-2.587, 2.649, 3.508], [-1.726, 3.675, 3.174], [-1.679, 5.083, 3.682], [-0.857, 3.183, 2.270], [-1.125, 1.867, 1.994], [0.253, 3.862, 1.477], [1.584, 3.099, 1.802], [1.759, 1.763, 1.504], [2.915, 1.343, 2.085], [3.445, -0.042, 1.910], [3.455, 2.403, 2.771], [2.595, 3.492, 2.572], [2.715, 4.875, 3.120], [-0.110, 3.680, -0.029], [-0.138, 2.440, -0.626], [-0.513, 2.603, -1.926], [-0.574, 1.484, -2.910], [-0.750, 3.945, -2.133], [-0.484, 4.595, -0.921], [-0.590, 6.050, -0.603], [-2.899, -0.192, 3.763], [-2.166, -0.507, 2.188], [-3.783, 0.210, 2.296], [-3.408, 2.688, 4.213], [-2.501, 5.246, 4.375], [-1.767, 5.811, 2.872], [-0.745, 5.284, 4.210], [0.374, 5.023, 1.735], [2.649, -0.777, 1.787], [4.036, -0.324, 2.779], [4.086, -0.090, 1.029], [4.371, 2.403, 3.346], [3.666, 4.976, 3.635], [1.915, 5.082, 3.831], [2.662, 5.625, 2.330], [-0.482, 0.511, -2.437], [0.242, 1.585, -3.627], [-1.513, 1.521, -3.463], [-1.074, 4.409, -3.055], [-0.918, 6.590, -1.487], [0.369, 6.460, -0.281], [-1.313, 6.223, 0.198], [2.514, -4.032, -2.084], [1.628, -2.947, -1.690], [0.704, -2.551, -2.742], [2.151, -1.913, -0.827], [2.445, -0.566, -1.456], [3.325, -0.567, -2.543], [3.799, 0.610, -3.090], [3.425, 1.827, -2.519], [2.537, 1.842, -1.463], [1.976, 0.656, -0.947], [1.936, -4.943, -2.258], [3.233, -4.239, -1.290], [3.074, -3.819, -3.007], [1.209, -2.256, -3.673], [0.096, -1.702, -2.427], [0.027, -3.376, -2.978], [3.076, -2.283, -0.381], [1.488, -1.744, 0.024], [3.666, -1.522, -2.938], [4.487, 0.584, -3.929], [3.824, 2.761, -2.901], [2.276, 2.806, -1.043], [-0.514, -0.490, 0.173], [-1.005, -2.021, 0.081], [-2.814, -1.879, -0.102], [-3.180, -2.110, -1.547], [-3.327, -1.027, -2.408], [-3.570, -1.242, -3.758], [-3.664, -2.537, -4.249], [-3.526, -3.622, -3.388], [-3.280, -3.409, -2.039], [-0.787, -2.717, 1.745], [-0.690, -4.206, 1.543], [0.502, -4.784, 1.106], [0.574, -6.153, 0.905], [-0.547, -6.949, 1.133], [-1.738, -6.375, 1.557], [-1.810, -5.003, 1.759], [-3.075, -0.887, 0.260], [-3.220, -2.646, 0.563], [-3.282, -0.015, -2.013], [-3.695, -0.399, -4.429], [-3.861, -2.703, -5.301], [-3.613, -4.633, -3.768], [-3.175, -4.259, -1.365], [-1.632, -2.439, 2.367], [0.127, -2.264, 2.125], [1.378, -4.162, 0.929], [1.504, -6.603, 0.576], [-0.487, -8.022, 0.988], [-2.607, -6.996, 1.740], [-2.740, -4.558, 2.111]],
  "lowdin_spin": [1.03, 0.00, 0.00, 0.00, 0.00, 0.00, 0.00, 0.00, 0.00, 0.00, -0.01, 0.00, 0.00, 0.00, 0.00, 0.00, 0.01, -0.01, 0.00, 0.00, 0.00, 0.00, 0.00, 0.00, 0.00, 0.00, 0.00, 0.00, 0.00, 0.00, 0.00, 0.00, 0.00, 0.00, 0.00, 0.00, 0.00, 0.00, 0.00, 0.00, 0.00, 0.00, 0.00, 0.00, 0.00, 0.00, 0.00, 0.00, 0.00, 0.00, 0.00, 0.01, 0.00, 0.00, -0.05, 0.00, 0.00, 0.00, 0.00, 0.00, 0.00, 0.00, 0.00, 0.00, 0.00, 0.00, 0.00, 0.00, 0.00, 0.00, 0.00, 0.00, 0.00, 0.00, 0.00, 0.00, 0.00, 0.00, 0.00, 0.00, 0.00, 0.00, 0.00, 0.00, 0.00, 0.00, 0.00, 0.00, 0.00, 0.00, 0.00, 0.00, 0.00, 0.00, 0.00, 0.00, 0.00],
  "s_squared": 0.767,
  "spin_multiplicity": 2,
  "charge": 2,
  "gap_ha": [0.2186, 0.2395],
  "e_homo_ev": [-12.915, -12.921]
}

***

No. 2
{
  "formula": "C38H48BrEuN6OSSi",
  "method": "ωB97M-V/def2-TZVPD",
  "species": ["Eu", "O", "C", "C", "C", "N", "C", "Br", "C", "H", "H", "H", "H", "C", "Si", "C", "N", "C", "C", "C", "C", "C", "C", "C", "C", "C", "C", "C", "C", "C", "C", "C", "C", "C", "H", "H", "H", "H", "H", "H", "H", "H", "H", "H", "H", "H", "H", "H", "H", "H", "H", "H", "H", "H", "H", "H", "H", "H", "C", "C", "C", "C", "N", "N", "H", "H", "H", "H", "H", "H", "H", "H", "H", "H", "H", "H", "S", "C", "C", "C", "N", "C", "C", "C", "C", "C", "N", "C", "C", "H", "H", "H", "H", "H", "H", "H", "H"],
  "xyz": [[-1.088, -0.684, -0.708], [-3.872, -5.596, 3.235], [-3.371, -4.511, 2.617], [-2.628, -3.530, 3.266], [-2.165, -2.470, 2.517], [-2.386, -2.327, 1.205], [-3.104, -3.274, 0.633], [-3.428, -3.077, -1.229], [-3.625, -4.386, 1.258], [-3.631, -5.591, 4.169], [-2.412, -3.590, 4.325], [-1.579, -1.691, 2.990], [-4.199, -5.130, 0.728], [0.299, -2.707, -1.046], [1.977, -2.073, -0.903], [1.963, -0.409, -1.867], [1.114, 0.689, -1.312], [0.953, 1.776, -2.310], [2.063, 2.813, -2.238], [1.971, 3.575, -0.906], [1.336, 2.678, 0.166], [1.718, 1.226, -0.066], [2.357, -1.763, 0.918], [3.575, -1.235, 1.363], [3.795, -0.951, 2.704], [2.799, -1.202, 3.642], [1.595, -1.755, 3.232], [1.383, -2.032, 1.883], [3.396, -3.066, -1.624], [4.269, -3.821, -0.836], [5.260, -4.609, -1.410], [5.401, -4.654, -2.789], [4.545, -3.914, -3.594], [3.555, -3.133, -3.014], [0.145, -3.546, -0.352], [0.181, -3.124, -2.059], [1.531, -0.687, -2.837], [2.976, -0.034, -2.077], [-0.006, 2.282, -2.139], [0.897, 1.314, -3.294], [1.990, 3.492, -3.088], [3.027, 2.307, -2.331], [1.380, 4.485, -1.031], [2.964, 3.893, -0.587], [0.247, 2.772, 0.151], [1.653, 2.975, 1.167], [1.425, 0.602, 0.779], [2.812, 1.146, -0.126], [4.367, -1.036, 0.647], [4.745, -0.540, 3.022], [2.974, -0.989, 4.690], [0.832, -1.990, 3.967], [0.450, -2.490, 1.571], [4.177, -3.801, 0.244], [5.924, -5.188, -0.780], [6.173, -5.266, -3.237], [4.650, -3.947, -4.671], [2.891, -2.570, -3.665], [-2.863, -1.300, -4.382], [-2.564, 0.190, -4.264], [-3.727, 1.020, -4.802], [-1.284, 0.516, -5.023], [-2.270, 0.512, -2.836], [-3.388, 0.416, -1.931], [-2.902, -1.588, -5.432], [-3.834, -1.562, -3.951], [-2.086, -1.895, -3.898], [-3.835, 0.863, -5.876], [-3.554, 2.089, -4.643], [-4.679, 0.748, -4.342], [-1.423, 0.339, -6.089], [-0.457, -0.111, -4.680], [-1.002, 1.564, -4.892], [-1.962, 1.479, -2.793], [-3.844, -0.475, -2.107], [-4.084, 1.129, -2.139], [-2.890, 3.553, 4.743], [-2.414, 2.582, 3.323], [-1.417, 1.620, 3.419], [-1.060, 0.922, 2.280], [-1.645, 1.090, 1.091], [-2.620, 1.998, 1.016], [-3.030, 2.767, 2.094], [-1.465, 4.622, 4.799], [-1.349, 5.697, 3.930], [-0.211, 6.484, 4.005], [0.779, 6.276, 4.875], [0.643, 5.251, 5.715], [-0.452, 4.397, 5.719], [-0.908, 1.436, 4.356], [-0.252, 0.196, 2.329], [-3.095, 2.109, 0.050], [-3.818, 3.498, 1.975], [-2.129, 5.920, 3.214], [-0.089, 7.328, 3.336], [1.452, 5.101, 6.421], [-0.513, 3.581, 6.426]],
  "lowdin_spin": [7.03, 0.00, 0.00, 0.00, 0.00, 0.00, 0.00, 0.00, 0.00, 0.00, 0.00, 0.00, 0.00, -0.02, 0.00, 0.00, -0.01, 0.00, 0.00, 0.00, 0.00, 0.00, 0.00, 0.00, 0.00, 0.00, 0.00, 0.00, 0.00, 0.00, 0.00, 0.00, 0.00, 0.00, 0.00, 0.00, 0.00, 0.00, 0.00, 0.00, 0.00, 0.00, 0.00, 0.00, 0.00, 0.00, 0.00, 0.00, 0.00, 0.00, 0.00, 0.00, 0.00, 0.00, 0.00, 0.00, 0.00, 0.00, 0.00, 0.00, 0.00, 0.00, -0.01, 0.00, 0.00, 0.00, 0.00, 0.00, 0.00, 0.00, 0.00, 0.00, 0.00, 0.00, 0.00, 0.00, 0.00, 0.00, 0.00, 0.00, -0.01, 0.00, 0.00, 0.00, 0.00, 0.00, 0.00, 0.00, 0.00, 0.00, 0.00, 0.00, 0.00, 0.00, 0.00, 0.00, 0.00],
  "s_squared": 15.760,
  "spin_multiplicity": 8,
  "charge": 1,
  "gap_ha": [0.2430, 0.2544],
  "e_homo_ev": [-9.096, -9.405]
}

***

No. 3
{
  "formula": "C38H48BrIrN2O2P2",
  "method": "ωB97M-V/def2-TZVPD",
  "species": ["Ir", "C", "C", "C", "P", "C", "C", "C", "C", "C", "C", "C", "C", "C", "C", "N", "C", "C", "C", "C", "C", "C", "C", "P", "C", "C", "C", "C", "C", "C", "H", "H", "H", "H", "H", "H", "H", "H", "H", "H", "H", "H", "H", "H", "H", "H", "H", "H", "H", "H", "H", "H", "H", "H", "H", "H", "H", "H", "H", "H", "H", "H", "H", "H", "H", "H", "H", "H", "H", "H", "O", "C", "O", "C", "C", "C", "C", "C", "N", "H", "H", "H", "H", "Br", "C", "C", "C", "C", "C", "C", "H", "H", "H", "H"],
  "xyz": [[0.573, -0.212, -0.242], [-2.370, -2.410, 1.339], [-0.987, -3.066, 1.344], [-0.954, -4.212, 2.352], [0.300, -1.742, 1.550], [1.727, -2.639, 2.299], [2.381, -3.488, 1.212], [2.747, -1.759, 3.015], [-0.414, -0.662, 2.808], [-0.640, -1.073, 4.117], [-1.340, -0.290, 5.022], [-1.531, -0.720, 6.452], [-1.851, 0.917, 4.551], [-1.634, 1.348, 3.256], [-0.879, 0.584, 2.353], [-0.644, 0.998, 1.046], [-0.350, 2.342, 0.769], [0.030, 3.309, 1.696], [0.414, 4.574, 1.267], [0.456, 4.921, -0.073], [0.950, 6.271, -0.519], [0.077, 3.953, -1.003], [-0.330, 2.697, -0.597], [-0.723, 1.212, -1.560], [-0.378, 1.592, -3.336], [-1.217, 2.733, -3.931], [-0.479, 0.369, -4.255], [-2.571, 1.004, -1.360], [-3.294, 2.314, -1.042], [-3.293, 0.288, -2.502], [-3.111, -3.104, 0.936], [-2.390, -1.496, 0.743], [-2.669, -2.138, 2.353], [-0.796, -3.480, 0.352], [-1.033, -3.854, 3.380], [-0.055, -4.822, 2.265], [-1.812, -4.864, 2.172], [1.280, -3.303, 3.046], [2.820, -2.840, 0.450], [1.672, -4.150, 0.708], [3.176, -4.103, 1.639], [3.338, -1.172, 2.316], [3.431, -2.401, 3.575], [2.277, -1.064, 3.709], [-0.249, -2.031, 4.447], [-1.718, -1.793, 6.523], [-2.373, -0.202, 6.909], [-0.645, -0.501, 7.052], [-2.440, 1.537, 5.218], [-2.062, 2.286, 2.929], [0.086, 3.066, 2.746], [0.732, 5.297, 2.010], [0.722, 7.039, 0.221], [0.492, 6.568, -1.463], [2.033, 6.268, -0.665], [0.141, 4.200, -2.055], [0.666, 1.924, -3.296], [-2.212, 2.380, -4.199], [-0.744, 3.089, -4.849], [-1.340, 3.581, -3.263], [-1.521, 0.148, -4.482], [-0.056, -0.541, -3.833], [0.019, 0.584, -5.204], [-2.620, 0.377, -0.467], [-3.332, 2.970, -1.916], [-2.828, 2.862, -0.226], [-4.323, 2.087, -0.755], [-3.398, 0.936, -3.373], [-4.305, 0.038, -2.172], [-2.808, -0.631, -2.820], [3.929, 1.541, 1.463], [3.067, 0.987, 0.807], [1.905, 0.625, 1.225], [3.347, 0.647, -0.643], [4.596, 0.910, -1.174], [4.834, 0.670, -2.514], [3.783, 0.200, -3.286], [2.566, -0.055, -2.687], [2.341, 0.130, -1.379], [5.337, 1.318, -0.501], [5.806, 0.858, -2.951], [3.894, 0.017, -4.346], [1.740, -0.434, -3.262], [-0.899, -5.505, -4.300], [-0.501, -4.041, -3.159], [-1.526, -3.323, -2.570], [-1.212, -2.251, -1.744], [0.097, -1.836, -1.484], [1.096, -2.624, -2.071], [0.816, -3.706, -2.897], [-2.559, -3.593, -2.749], [-2.034, -1.717, -1.288], [2.138, -2.434, -1.855], [1.622, -4.290, -3.321]],
  "lowdin_charge": [1.13, -0.11, -0.50, -0.10, 1.01, -0.53, -0.11, -0.09, -0.29, -0.05, -0.28, -0.05, -0.04, -0.03, -0.30, -0.13, -0.34, -0.01, -0.03, -0.28, -0.06, -0.04, -0.30, 1.01, -0.50, -0.10, -0.11, -0.49, -0.09, -0.11, 0.09, 0.04, 0.08, 0.08, 0.07, 0.07, 0.08, 0.09, 0.06, 0.07, 0.08, 0.06, 0.08, 0.08, 0.11, 0.08, 0.07, 0.08, 0.11, 0.11, 0.11, 0.12, 0.07, 0.07, 0.08, 0.10, 0.10, 0.06, 0.09, 0.05, 0.07, 0.04, 0.09, 0.07, 0.08, 0.07, 0.08, 0.06, 0.09, 0.05, 0.06, -0.60, -0.17, -0.15, 0.01, -0.04, -0.04, -0.14, -0.04, 0.13, 0.11, 0.11, 0.08, 0.71, -0.70, -0.13, -0.18, -0.36, -0.16, -0.13, 0.10, 0.06, 0.08, 0.10],
  "charge": 0,
  "gap_ha": 0.2509,
  "e_homo_ev": -6.754
}

***

No. 4
{
  "formula": "C38H48BrN8O",
  "method": "ωB97M-V/def2-TZVPD",
  "species": ["O", "C", "C", "C", "C", "N", "C", "C", "N", "C", "Br", "C", "H", "H", "H", "H", "H", "H", "H", "H", "H", "H", "H", "H", "H", "H", "H", "H", "H", "H", "N", "C", "C", "C", "C", "C", "H", "H", "H", "H", "H", "N", "C", "C", "C", "C", "C", "H", "H", "H", "H", "H", "N", "C", "C", "C", "C", "C", "H", "H", "H", "H", "H", "N", "C", "C", "C", "C", "C", "H", "H", "H", "H", "H", "N", "C", "C", "C", "C", "C", "H", "H", "H", "H", "H", "N", "C", "C", "C", "C", "C", "H", "H", "H", "H", "H"],
  "xyz": [[4.691, -3.253, 2.850], [5.466, -2.043, 2.968], [4.518, -0.901, 3.273], [3.785, -0.328, 2.047], [2.307, -0.637, 2.029], [1.992, -2.105, 1.972], [2.322, -2.769, 0.672], [2.200, -4.260, 0.939], [0.835, -4.657, 1.205], [0.025, -3.781, 2.020], [-1.764, -3.623, 1.195], [0.539, -2.331, 2.238], [5.032, -3.775, 2.126], [6.185, -2.166, 3.774], [6.008, -1.867, 2.040], [5.092, -0.116, 3.763], [3.810, -1.277, 4.014], [3.860, 0.758, 2.069], [4.267, -0.634, 1.119], [1.840, -0.189, 1.152], [1.811, -0.228, 2.907], [2.546, -2.590, 2.689], [1.532, -2.488, -0.018], [3.293, -2.455, 0.313], [2.826, -4.508, 1.800], [2.589, -4.828, 0.099], [0.341, -4.989, 0.394], [-0.202, -4.237, 2.978], [0.000, -1.642, 1.596], [0.333, -2.030, 3.262], [0.967, 0.461, -0.874], [0.929, 1.751, -1.208], [-0.232, 2.406, -1.596], [-1.410, 1.678, -1.646], [-1.390, 0.332, -1.301], [-0.177, -0.216, -0.925], [1.871, 2.284, -1.147], [-0.211, 3.463, -1.843], [-2.336, 2.154, -1.941], [-2.287, -0.271, -1.317], [-0.108, -1.260, -0.630], [-0.959, 5.496, -2.644], [-0.144, 6.548, -2.578], [-0.415, 7.766, -3.179], [-1.596, 7.902, -3.891], [-2.454, 6.817, -3.970], [-2.091, 5.643, -3.331], [0.771, 6.400, -2.013], [0.283, 8.587, -3.091], [-1.844, 8.837, -4.375], [-3.386, 6.878, -4.515], [-2.738, 4.773, -3.371], [2.809, 4.261, 0.296], [1.860, 4.024, 1.200], [1.987, 4.325, 2.546], [3.169, 4.906, 2.981], [4.168, 5.158, 2.056], [3.937, 4.821, 0.730], [0.953, 3.567, 0.819], [1.179, 4.111, 3.234], [3.310, 5.156, 4.025], [5.110, 5.597, 2.345], [4.694, 5.007, -0.023], [7.364, 4.257, 1.738], [8.431, 4.511, 2.494], [9.685, 3.968, 2.261], [9.842, 3.111, 1.184], [8.742, 2.835, 0.388], [7.532, 3.432, 0.707], [8.270, 5.187, 3.326], [10.516, 4.214, 2.907], [10.806, 2.669, 0.967], [8.819, 2.176, -0.465], [6.648, 3.244, 0.105], [-5.618, -4.957, -0.934], [-4.982, -4.227, -0.023], [-5.619, -3.443, 0.925], [-7.005, -3.416, 0.927], [-7.684, -4.172, -0.013], [-6.950, -4.926, -0.919], [-3.896, -4.281, -0.063], [-5.046, -2.872, 1.644], [-7.545, -2.818, 1.651], [-8.765, -4.181, -0.048], [-7.452, -5.529, -1.669], [-9.508, -6.094, -3.170], [-9.426, -6.278, -4.486], [-10.482, -6.066, -5.359], [-11.693, -5.642, -4.838], [-11.797, -5.448, -3.470], [-10.679, -5.686, -2.685], [-8.463, -6.613, -4.855], [-10.356, -6.231, -6.420], [-12.542, -5.468, -5.485], [-12.723, -5.121, -3.018], [-10.722, -5.547, -1.610]],
  "lowdin_charge": [-0.08, -0.22, -0.16, -0.15, -0.12, -0.08, -0.07, -0.17, -0.07, -0.63, 0.82, -0.14, 0.09, 0.12, 0.12, 0.12, 0.12, 0.12, 0.11, 0.10, 0.14, 0.15, 0.12, 0.13, 0.11, 0.14, 0.09, 0.09, 0.08, 0.14, 0.04, -0.15, -0.05, -0.05, -0.06, -0.18, 0.09, 0.08, 0.11, 0.11, 0.07, 0.04, -0.15, -0.07, -0.07, -0.07, -0.15, 0.10, 0.10, 0.11, 0.10, 0.10, 0.05, -0.17, -0.08, -0.07, -0.07, -0.15, 0.09, 0.10, 0.11, 0.09, 0.10, 0.05, -0.15, -0.07, -0.08, -0.07, -0.16, 0.11, 0.10, 0.11, 0.10, 0.09, 0.06, -0.20, -0.09, -0.08, -0.07, -0.14, 0.00, 0.09, 0.11, 0.10, 0.08, 0.05, -0.15, -0.07, -0.08, -0.07, -0.16, 0.10, 0.10, 0.11, 0.10, 0.10],
  "charge": 1,
  "gap_ha": 0.3226,
  "e_homo_ev": -10.886
}